1.
DFT (the ωB97M-V functional and the def2-TZVPD basis) results for a structure of composition C2H20O9Sr in a non-equilibrium geometry.

Positions of all 32 atoms, in Å:
Sr 0.30685 0.81673 -0.43487
O 1.22170 -0.69378 -2.15433
H 0.77042 -1.08156 -2.90413
H 2.08188 -1.11364 -2.14854
O 1.85422 2.25811 -1.77790
H 1.87103 2.49387 -2.70546
H 2.00407 3.08390 -1.31763
O -0.87488 3.04995 -0.14975
H -1.46505 3.28389 -0.86613
H -0.87639 3.81712 0.42268
O 0.11846 1.26258 2.04094
H 0.83277 1.66612 2.53405
H -0.44213 0.86876 2.70943
O 2.52310 0.66227 0.62115
H 3.28008 1.22947 0.47453
H 2.72556 0.19686 1.43272
O -2.10648 0.01422 -0.36476
H -2.93631 0.43818 -0.14598
H -2.35902 -0.83526 -0.72649
O -1.02017 1.32122 -2.68083
H -1.70474 1.99025 -2.68253
H -0.67384 1.32997 -3.57314
C -0.79853 -3.32054 1.68848
C -0.21147 -1.94722 1.88797
O 0.26834 -1.47638 0.62735
O -1.96888 -3.24731 0.92947
H -1.15533 -3.74625 2.62633
H -0.04881 -4.04310 1.36612
H 0.59949 -2.04868 2.60919
H -0.99419 -1.27103 2.23181
H 0.96134 -2.08654 0.36458
H -1.78296 -2.87218 0.06557

Calculated values
F_max ... 1.3 eV Å⁻¹
LUMO energy ... -6.18 eV
DFT total energy ... -795.68361 hartree
Charge ... +2
Kohn-Sham gap ... 9.8623 eV

2.
DFT (the ωB97M-V functional and the def2-TZVPD basis) results for a structure of composition C2H22F6LiNO15S2 in a non-equilibrium geometry.

Positions of all 49 atoms, in Å:
Li 0.56380 -1.03612 -1.17589
C -2.29056 0.32869 0.74006
F -2.77824 0.69918 1.92302
F -2.05687 -1.00151 0.80185
F -3.17196 0.62948 -0.20101
S -0.63858 1.19485 0.40032
O -0.66901 1.69827 -0.94764
O -0.59118 2.23615 1.37975
N 0.49990 -0.01862 0.43914
S 1.64703 0.45358 1.46548
O 2.46478 1.45610 0.84152
O 1.19509 0.70426 2.79722
C 2.71124 -1.07036 1.57419
F 3.69131 -0.85481 2.42100
F 2.01240 -2.13301 1.94302
F 3.24416 -1.33459 0.35076
O -0.33749 -4.25151 1.92077
H -0.47204 -3.46558 2.46908
H -0.93843 -4.13938 1.17856
O 0.20392 3.42367 -3.63028
H 0.47990 2.54160 -3.36480
H 0.39013 3.47525 -4.57404
O 5.84749 0.05095 -0.22456
H 5.00246 -0.39524 -0.10398
H 6.45683 -0.41377 0.35757
O -6.06264 -2.15026 0.49571
H -5.48410 -1.40760 0.31818
H -5.58215 -2.91593 0.16439
O 2.11146 -0.52192 -2.17363
H 2.32649 0.36833 -2.48277
H 2.51096 -1.11780 -2.82222
O -3.14066 -0.57670 -3.28344
H -3.92619 -0.37838 -2.74706
H -2.92157 0.25754 -3.71112
O -5.47860 -0.10955 -1.51786
H -5.19248 0.39794 -0.75067
H -6.35487 0.23627 -1.72406
O 3.35412 3.99866 -0.13463
H 2.96147 3.13413 0.05708
H 2.66553 4.47794 -0.60636
O -2.25121 -2.44256 3.50820
H -2.73543 -2.26184 2.69663
H -2.90255 -2.31952 4.20692
O 4.93393 -3.40209 -0.86597
H 4.17693 -2.89551 -0.55356
H 5.24524 -3.88420 -0.09252
O 0.12336 4.96670 1.21604
H -0.43834 4.18344 1.32025
H -0.40474 5.58537 0.70132

Calculated values
F_max ... 2.1 eV Å⁻¹
LUMO energy ... -1.22 eV
DFT total energy ... -2675.85419 hartree
Kohn-Sham gap ... 8.9035 eV

3.
DFT (the ωB97M-V functional and the def2-TZVPD basis) results for a structure of composition C2H25FHfO11 in a non-equilibrium geometry.

Positions of all 40 atoms, in Å:
Hf -7.35608 -2.22467 -2.49133
F -7.43224 -3.61502 -0.82170
C -2.66016 -2.55752 -1.73360
C -3.97356 -1.80447 -1.47671
O -5.16132 -2.44047 -1.89111
H -2.49487 -2.73009 -2.80114
H -2.70738 -3.57092 -1.33274
H -1.75406 -2.05458 -1.41024
H -3.96037 -0.82399 -1.96926
H -4.07382 -1.46751 -0.43917
O -0.52654 0.39969 -2.04655
H -0.81194 0.28812 -1.13593
H -1.17529 0.99890 -2.43096
O -6.39043 -1.31009 1.94407
H -5.43703 -1.31138 2.06478
H -6.74537 -1.26401 2.83779
O -0.48071 -4.38220 0.28844
H 0.47528 -4.39041 0.39825
H -0.60997 -4.16388 -0.63796
O -0.86952 -0.94739 -4.70374
H -1.38315 -1.75417 -4.60609
H -0.71152 -0.64974 -3.80012
O -2.32528 -4.27390 -5.36327
H -2.93004 -4.72074 -5.96341
H -1.53304 -4.11892 -5.88960
O -3.82982 0.62772 -4.49568
H -3.01030 1.05670 -4.23004
H -3.93147 -0.10113 -3.88026
O -2.68304 1.74222 -0.11775
H -2.88822 0.84451 0.15738
H -1.76424 1.87431 0.14120
O 0.69641 -2.89787 -2.43361
H 1.51657 -2.43640 -2.63798
H 0.11955 -2.21550 -2.08282
O -6.47149 -4.30432 -3.32376
H -5.51110 -4.50888 -3.17592
H -6.77136 -4.97480 -3.95723
O -3.93095 -5.18878 -2.98385
H -4.04721 -4.51145 -2.30683
H -3.08131 -4.97361 -3.39615

Calculated values
F_max ... 12.6 eV Å⁻¹
LUMO energy ... -12.04 eV
DFT total energy ... -1065.89950 hartree
Charge ... +2
Kohn-Sham gap ... 3.5733 eV

4.
DFT (the ωB97M-V functional and the def2-TZVPD basis) results for a structure of composition C2H26BeO19 in a non-equilibrium geometry.

Positions of all 48 atoms, in Å:
Be -0.04458 1.60483 -0.56913
C 0.22042 4.25583 -0.66213
O 0.85342 5.25383 -0.04213
O -0.16058 4.73083 -1.79413
O 0.05142 3.10583 -0.07513
C 0.00042 0.01583 0.43787
O -1.09658 0.54683 -0.19513
O 0.06242 -1.20317 0.92287
O 1.02842 0.65683 0.03987
O 1.08142 -1.95317 -1.46313
H 0.88842 -1.51017 -0.61913
H 1.98742 -1.77417 -1.70113
O 3.47442 -0.52417 -0.42313
H 2.74542 -0.09017 -0.06313
H 4.22142 0.04683 -0.26313
O -2.62758 2.93783 -1.07713
H -2.39358 3.82883 -0.81413
H -2.47058 3.00383 -1.98613
O -1.04158 -2.78117 2.60787
H -1.86158 -2.38417 2.82787
H -0.52358 -2.18117 2.04987
O 2.11042 -2.19417 2.00087
H 1.35542 -1.89217 1.44987
H 1.71942 -2.92117 2.44287
O -0.36458 -0.02617 3.87187
H -0.64958 -0.65317 3.21487
H 0.24242 -0.53417 4.51587
O -3.00658 0.72383 1.49887
H -2.42758 0.68683 0.75487
H -3.08558 1.61383 1.81987
O -2.43358 -1.46317 -0.86913
H -1.76458 -0.85617 -0.48313
H -2.74758 -2.10817 -0.23513
O 0.00442 1.57583 -2.22213
H -0.69458 1.06883 -2.72913
H 0.52442 2.18783 -2.77413
O -2.38358 0.37283 -2.78713
H -3.26858 0.75483 -2.79513
H -2.34158 -0.26517 -2.04813
O 3.26742 0.65283 2.62187
H 2.76242 0.16583 2.02187
H 3.14242 0.32783 3.49387
O 2.72442 -0.15017 -3.19713
H 3.15242 -1.01017 -3.43913
H 2.71342 -0.01917 -2.27513
O -0.90958 -4.22717 -0.15313
H -0.90958 -4.00017 -1.07713
H -1.12658 -3.39717 0.23887

Calculated values
F_max ... 7.5 eV Å⁻¹
LUMO energy ... 4.66 eV
DFT total energy ... -1536.33485 hartree
Charge ... -2
Kohn-Sham gap ... 4.5853 eV

no.,HOMO (eV)
1,-16.0
2,-10.1
3,-15.6
4,0.1